C53H61N3O2PSiW | the ωB97M-V functional and the def2-TZVPD basis

CARTESIAN COORDINATES (ANGSTROEM)
P1 -2.7938 1.2518 -1.4726
H1 0.5378 -5.5105 1.5664
C1 -5.1482 2.8002 -1.6222
H2 6.1146 -4.1011 4.3911
C2 2.1309 1.3729 -3.8791
C3 5.0013 -2.2981 4.7229
H3 0.9360 -6.0506 -0.7993
H4 -4.0952 -3.8139 0.6939
H5 3.0745 3.4246 -2.4177
H6 4.4904 1.6065 0.6411
C4 -0.1687 -3.0521 2.5707
H7 -2.5114 4.1264 1.9325
C5 0.7640 1.9032 4.7721
C6 -4.4705 -2.3604 -0.8478
C7 -2.4480 3.2785 1.2556
C8 -3.0847 1.5560 -6.0866
H8 -7.8443 3.2170 0.3878
H9 2.8688 -1.9628 -0.1774
C9 -5.0536 1.3016 0.2433
H10 0.4541 4.3452 -1.1797
H11 -4.5656 0.5083 0.7976
C10 -2.8830 -0.4930 -0.8777
H12 0.2559 -4.9035 3.5705
C11 -3.1904 0.2934 -5.5235
H13 3.7205 -1.8366 -1.7054
C12 -1.1816 -1.3991 3.8454
C13 3.5504 -3.0258 2.4656
C14 0.0952 -2.3964 0.2429
H14 1.7529 -1.8905 -2.8376
H15 2.8288 4.5281 -1.0705
H16 -0.2068 0.2580 -4.2888
C15 3.2438 -1.8509 3.1459
H17 -6.6806 1.4169 1.6281
C16 2.1388 -0.9997 2.6829
C17 -1.2579 -2.2183 4.9497
C18 2.0320 -1.0424 -3.4566
H18 -2.1042 3.6119 0.2764
H19 -3.4394 2.8474 1.1097
H20 -0.5823 -0.4008 -2.7019
C19 0.1316 1.5775 3.4579
H21 -1.7257 -1.8660 5.8568
H22 -5.3643 -2.8279 -1.2376
H23 0.7110 -4.2782 -2.5132
C20 -6.2526 1.8139 0.7166
H24 3.9066 3.1612 -0.8793
H25 1.9826 1.0570 -4.9159
H26 4.6240 -1.8057 -0.2031
H27 2.6373 2.8346 1.2110
C21 -6.9068 2.8209 0.0219
C22 -2.9041 2.6577 -5.2644
C23 1.6931 3.0088 0.6977
H28 -0.4099 1.3292 -2.9176
C24 -3.7664 -2.9015 0.2136
C25 -2.6269 -2.2741 0.6719
H29 -1.1278 3.2921 3.5867
C26 2.9710 3.4752 -1.3360
H30 2.9796 -3.3056 1.5915
C27 -2.0887 -1.0853 0.1387
C28 -1.5096 2.2583 1.7920
N1 0.5871 0.5396 2.7568
C29 0.5772 -4.0418 -1.4651
H31 5.6631 0.0576 -1.3683
H32 -3.3099 -0.5739 -6.1600
H33 4.8194 -4.7478 2.3899
C30 -0.1607 -3.9121 3.6659
H34 0.6749 1.0527 5.4486
H35 3.3184 0.6155 1.4892
H36 0.4676 3.1931 -2.5043
C31 0.7025 -5.0360 -0.5086
C32 0.2631 -2.7402 -1.0905
H37 1.4363 4.0653 0.8253
C33 4.1014 0.5908 0.7320
O1 -1.3152 1.1718 1.0794
H38 -4.6454 -0.6599 -2.0856
C34 -4.0319 -1.1584 -1.3481
H39 0.9273 2.4275 1.2004
C35 0.4877 -4.7249 0.8238
H40 -6.8540 4.0870 -1.7081
H41 3.2022 1.4867 -3.7233
H42 -2.1450 -2.7719 1.4923
C36 5.3067 -3.4714 4.0434
H43 1.6284 -1.2152 -4.4593
C37 -2.8374 2.4879 -3.8904
H44 4.9144 -0.0326 1.1153
H45 -2.6554 3.3507 -3.2571
N2 -0.6339 -1.7966 2.6955
H46 5.5721 -2.0143 5.5964
O2 1.6950 -1.1441 1.4574
C38 1.4966 0.3081 -2.9572
H47 -0.4042 2.8023 -1.0361
H48 4.8643 1.5874 -1.6875
C39 -2.9772 1.2261 -3.3059
C40 1.7677 2.6856 -0.7996
H49 -0.7101 -4.1492 5.7194
H50 3.7257 -0.5717 4.7961
C41 3.6394 0.0635 -0.6387
H51 -4.7419 3.1911 -2.5461
H52 0.2966 2.7821 5.2065
C42 -3.1375 0.1270 -4.1465
C43 4.7105 0.5122 -1.6588
C44 0.4983 3.2775 -1.4209
C45 -0.8855 2.4233 2.9958
H53 -3.1816 -0.8749 -3.7452
H54 1.6630 2.3485 -3.7760
C46 -0.7033 -3.4898 4.8623
C47 0.1932 -3.4187 1.1988
C48 -4.4826 1.7847 -0.9384
H55 -2.7999 3.6465 -5.6911
C49 3.6956 -1.4763 -0.6800
H56 0.1308 -1.9989 -1.8598
Si1 1.8767 0.7454 -1.0973
C50 4.5807 -3.8349 2.9188
H57 4.4942 0.1721 -2.6687
C51 -0.0065 0.3676 -3.2180
W1 -0.0457 -0.3108 0.9043
C52 -6.3502 3.3086 -1.1503
H58 3.1165 -1.0432 -3.5487
H59 -3.1298 1.6789 -7.1602
H60 -1.5729 -0.3884 3.8693
N3 1.5857 -0.1369 3.4592
C53 3.9709 -1.4893 4.2792
H61 1.8318 2.0762 4.6416

Force components x, y, z for each atom (eV/Å):
P 0.139 -0.025 -0.099
H -0.002 -0.006 0.003
C -0.035 0.010 -0.016
H 0.011 -0.006 0.005
C 0.024 -0.012 0.070
C 0.004 -0.009 -0.007
H 0.004 -0.015 -0.001
H -0.004 -0.015 0.001
H 0.034 -0.039 -0.016
H -0.014 0.015 0.015
C -0.005 0.012 0.073
H 0.012 0.003 0.002
C -0.002 -0.004 0.014
C 0.029 0.016 0.013
C 0.031 -0.037 -0.006
C -0.008 -0.030 -0.019
H -0.013 0.004 0.003
H -0.028 -0.036 0.007
C 0.034 -0.025 -0.071
H -0.023 0.002 0.017
H 0.023 -0.023 0.001
C -0.052 0.147 0.045
H 0.003 -0.011 0.003
C 0.009 -0.008 -0.024
H 0.018 -0.017 0.008
C -0.016 0.070 0.009
C -0.016 0.023 0.007
C 0.198 0.049 -0.390
H 0.093 0.045 -0.052
H -0.024 0.016 -0.028
H -0.002 -0.033 -0.009
C 0.021 -0.054 -0.009
H -0.002 -0.006 0.011
C -0.099 0.091 0.110
C 0.010 -0.006 -0.019
C 0.024 -0.029 0.018
H 0.019 0.006 -0.036
H 0.040 0.033 0.044
H -0.003 -0.074 0.058
C -0.106 0.019 -0.032
H -0.009 0.019 0.011
H -0.011 -0.013 0.002
H 0.002 0.008 -0.015
C -0.007 -0.019 0.007
H 0.032 -0.004 0.017
H -0.011 -0.018 -0.013
H 0.007 -0.005 0.027
H 0.028 -0.057 0.039
C 0.010 0.002 0.002
C 0.000 0.008 0.031
C 0.069 -0.065 0.004
H -0.084 0.043 -0.006
C -0.008 0.018 -0.006
C 0.104 -0.084 0.088
H -0.005 0.007 0.006
C 0.004 -0.044 -0.059
H -0.016 0.007 -0.029
C -0.114 -0.026 0.129
C -0.216 -0.093 0.010
N 0.068 0.053 -0.070
C -0.030 0.012 0.010
H 0.010 0.003 0.026
H -0.002 -0.006 -0.002
H 0.001 -0.009 -0.003
C 0.017 0.020 -0.029
H 0.004 0.009 0.005
H 0.084 0.039 -0.051
H 0.011 0.034 -0.031
C 0.004 -0.020 -0.010
C -0.104 -0.037 0.107
H 0.031 0.020 0.001
C -0.044 0.060 0.009
O 0.517 0.419 -0.144
H 0.027 0.022 -0.088
C 0.017 0.023 -0.021
H -0.045 0.034 0.017
C -0.004 0.035 0.017
H -0.009 0.009 -0.002
H 0.027 0.014 -0.018
H -0.065 0.051 -0.087
C 0.000 0.005 0.002
H -0.018 0.005 -0.013
C 0.040 -0.002 -0.042
H 0.020 -0.002 0.001
H 0.044 -0.001 -0.029
N 0.274 -0.065 -0.157
H 0.005 0.005 0.011
O 0.245 0.019 0.130
C -0.047 0.087 0.036
H -0.083 -0.031 0.024
H -0.023 0.054 -0.018
C -0.065 0.023 0.101
C -0.068 -0.084 0.111
H 0.003 -0.011 0.010
H -0.001 0.010 0.009
C -0.030 0.054 -0.107
H -0.066 -0.004 0.064
H -0.010 0.001 0.007
C 0.066 0.027 0.066
C -0.047 0.029 0.024
C -0.051 -0.023 -0.024
C 0.032 -0.054 -0.041
H -0.055 -0.041 0.073
H 0.019 0.024 -0.001
C -0.001 0.012 -0.009
C 0.032 0.069 -0.029
C 0.011 0.010 -0.038
H 0.000 0.011 -0.005
C -0.032 -0.017 0.007
H -0.050 0.045 0.006
Si 0.140 -0.147 0.013
C 0.000 -0.009 -0.007
H 0.012 -0.024 -0.009
C 0.035 0.085 -0.043
W -0.979 -0.553 0.429
C -0.004 0.005 -0.006
H 0.004 0.002 -0.022
H 0.001 0.000 -0.014
H 0.006 -0.037 0.004
N 0.035 0.003 -0.085
C -0.021 0.009 -0.013
H 0.003 0.002 0.001

- Calculated total energy: -3068.63723 Ha
- Charge: +1
- 2S+1: 1
- E_LUMO: -4.35 eV

C19H13IrN4O4S | the ωB97M-V functional and the def2-TZVPD basis

CARTESIAN COORDINATES (ANGSTROEM)
O1 0.3989 -2.6111 0.5806
H1 -0.5750 2.3962 -5.1398
C1 -3.7275 1.2596 -4.4912
H2 2.7242 2.2129 -2.4683
N1 1.8197 0.3512 0.1919
C2 1.7383 0.9875 -1.0055
C3 -0.0982 -2.6391 2.9162
C4 -3.5341 0.6714 -3.2644
H3 -4.3555 0.1964 -2.7420
C5 4.0654 1.0905 0.4141
O2 0.3380 -4.5771 1.6491
O3 -0.2547 1.1963 1.9487
S1 -2.0451 -0.0655 -1.1787
H4 2.9650 -0.1092 1.8395
C6 -1.3898 1.9128 -4.6148
C7 0.2429 -3.2930 1.6112
C8 2.9541 0.4041 0.8874
C9 -2.2525 0.6973 -2.6962
C10 -0.7070 -2.3140 5.1891
C11 -0.7536 -0.9355 4.9990
H5 0.8122 1.8236 -3.3138
C12 2.8002 1.6932 -1.5223
O4 -0.6393 1.9138 4.0393
N2 0.0812 1.3592 -2.7877
H6 -4.7101 1.2506 -4.9436
H7 -0.3567 -4.2660 4.2854
N3 -0.1429 -1.3031 2.7666
H8 4.9665 1.1074 1.0117
H9 4.8379 2.2990 -1.1817
H10 0.5595 -4.9668 0.7811
C13 0.4005 0.8560 -1.5949
H11 -2.8290 2.3332 -6.1312
H12 -0.9333 -2.7274 6.1641
H13 -1.0073 -0.2472 5.7957
Ir1 0.1857 -0.4871 1.0092
C14 -0.4538 1.0211 3.2842
C15 -0.4610 -0.4432 3.7389
C16 -2.6566 1.8764 -5.1654
C17 -0.3803 -3.1945 4.1377
N4 -0.4373 0.1975 -0.8248
C18 3.9906 1.7458 -0.7987
C19 -1.1802 1.3268 -3.3757

Force components x, y, z for each atom (eV/Å):
O 0.146 0.105 0.158
H 0.003 -0.001 -0.002
C -0.012 -0.006 0.017
H 0.017 0.003 -0.003
N 0.041 -0.087 0.195
C -0.121 -0.015 0.045
C 0.020 -0.069 -0.084
C 0.010 0.011 -0.017
H -0.001 -0.005 -0.002
C 0.007 -0.013 0.024
O 0.019 0.010 -0.066
O 0.148 -0.392 0.414
S 0.062 0.041 -0.022
H 0.009 0.010 -0.001
C -0.025 -0.003 0.008
C -0.034 -0.127 0.084
C 0.023 -0.025 -0.005
C -0.077 -0.034 0.018
C 0.004 0.014 -0.055
C -0.031 0.010 0.073
H -0.019 0.016 -0.011
C -0.003 -0.051 0.008
O -0.009 -0.061 0.152
N 0.037 0.056 -0.012
H -0.001 -0.003 0.000
H -0.005 0.003 0.012
N 0.349 0.381 0.209
H 0.002 0.005 -0.003
H -0.001 -0.003 -0.006
H -0.010 -0.018 0.030
C 0.042 -0.068 0.110
H 0.000 0.001 0.000
H 0.006 0.014 0.007
H -0.006 -0.030 0.014
Ir -0.617 0.090 -0.710
C -0.096 0.164 -0.390
C 0.063 -0.021 -0.066
C 0.024 0.007 -0.003
C -0.018 0.015 0.009
N 0.009 0.072 -0.129
C -0.005 0.003 -0.015
C 0.049 -0.001 0.015

- Calculated total energy: -1753.36400 Ha
- Charge: +3
- 2S+1: 2
- E_LUMO (spin up / spin down): -11.18 / -12.15 eV
- Energy relative to the best compared isomer or geometry (same formula, charge and spin): 0.00 kcal per mole

C9H9N5O4 | the ωB97M-V functional and the def2-TZVPD basis

CARTESIAN COORDINATES (ANGSTROEM)
N1 -2.4752 0.5867 0.5776
H1 1.0563 0.1889 -2.4249
C1 1.3535 1.1391 -1.9759
C2 0.8443 -0.9716 0.6499
H2 2.3691 1.0854 -1.5779
C3 -0.9621 -2.6356 0.9512
C4 -1.5621 -3.9336 0.9872
H3 0.3246 1.1247 0.9925
C5 0.0040 0.1964 0.5557
O1 -2.6164 1.7570 0.2700
C6 -1.3386 -0.1945 0.7836
H4 1.6369 3.0122 0.0178
C7 0.3897 -2.3095 0.8009
N2 -3.1627 -1.6289 0.8424
O2 2.7183 0.4081 0.6761
N3 -2.0393 -5.0131 1.0357
N4 2.2531 -0.7608 0.6532
H5 1.0969 -3.1317 0.7650
H6 -0.1353 3.3411 0.0743
O3 2.9913 -1.7764 0.6149
C8 0.6881 2.9395 -0.5214
O4 -3.5724 -0.3208 0.5521
N5 0.4329 1.5352 -0.9166
H7 0.7650 3.5004 -1.4531
H8 1.2977 1.9346 -2.7172
H9 -0.5359 1.4317 -1.2022
C9 -1.8218 -1.5046 0.9893

Force components x, y, z for each atom (eV/Å):
N 1.228 -2.160 -0.266
H 0.097 0.082 0.137
C -0.155 0.062 -0.159
C -0.494 1.033 -0.194
H -0.208 -0.069 -0.080
C 1.526 0.875 0.296
C -0.737 -3.310 0.332
H 0.070 -0.484 0.794
C 1.902 -0.632 2.853
O -0.157 -0.540 0.255
C -2.969 1.017 -0.882
H -0.163 -0.113 -0.011
C -1.464 -0.995 -0.287
N 2.040 2.075 0.128
O -1.188 -1.789 -0.019
N 1.405 3.336 -0.206
N 2.440 -0.293 0.002
H 0.122 0.351 0.000
H 0.141 -0.167 -0.014
O -1.208 1.894 0.108
C -0.199 -0.551 0.061
O 0.439 0.717 0.677
N -0.596 -0.090 -1.042
H 0.004 0.329 0.140
H 0.282 -0.198 -0.508
H 0.107 0.455 -0.531
C -2.263 -0.834 -1.585

- Calculated total energy: -922.75904 Ha
- 2S+1: 1
- SMILES string: N#Cc1cc([N+](=O)[O-])cc2c1no[n+]2[O-].CNC
- E_LUMO: -1.71 eV
- Energy relative to the best compared isomer or geometry (same formula, charge and spin): 20.60 kcal per mole

C7H17N2O3SSi | the ωB97M-V functional and the def2-TZVPD basis

CARTESIAN COORDINATES (ANGSTROEM)
C1 0.2602 -2.1558 -2.4226
C2 -2.3356 1.1844 2.0911
H1 1.2664 -2.1199 3.3249
H2 2.7349 -0.3976 0.7127
H3 -1.5737 -0.6891 -0.0356
H4 -0.5603 1.7147 1.3711
H5 0.2828 3.3442 -2.3979
Si1 0.4597 0.2572 -0.9345
S1 1.1780 -4.1939 2.3611
H6 -0.5824 -1.8466 -3.0425
H7 0.1496 -2.8758 -1.5537
O1 0.9694 -0.9746 -1.8328
H8 -1.8945 0.4679 2.7222
N1 -1.3854 1.2555 0.9188
H9 0.9290 -2.6603 -3.1867
H10 3.0367 1.1757 1.3608
N2 -0.2385 -0.7271 1.4726
H11 3.7047 0.8683 -0.2017
C3 -0.8774 0.0048 0.4773
C4 -0.4104 2.5316 -2.5942
O2 1.7273 1.0261 -0.3135
H12 -3.2090 0.6836 1.7587
H13 -2.5982 2.2063 2.4426
H14 -1.7780 1.9347 0.1775
H15 -0.0807 2.3170 -3.5957
H16 -1.4016 2.9741 -2.6147
C5 2.8725 0.5619 0.4234
C6 0.7265 -2.6403 2.4454
C7 -0.1790 -2.0071 1.5409
O3 -0.4483 1.4143 -1.6783
H17 -0.7447 -2.6342 0.8032

Force components x, y, z for each atom (eV/Å):
C 1.951 -0.256 0.405
C -0.577 0.643 -1.197
H -1.386 0.080 -1.763
H 0.217 -3.194 0.482
H -0.868 0.960 0.145
H -0.398 0.016 -0.872
H 0.283 -0.116 1.255
Si -0.228 1.895 -0.748
S -0.461 0.220 -0.474
H -0.427 -0.018 0.818
H -0.592 0.776 -1.371
O -1.041 -1.399 -0.459
H 0.709 -0.112 1.586
N -0.539 3.363 1.486
H -0.281 0.803 1.188
H -0.674 -0.513 -0.898
N 0.978 -0.109 2.165
H 0.433 -0.990 -0.009
C 0.829 -3.831 -3.349
C 0.135 0.155 0.021
O -0.153 0.110 0.748
H -1.099 -0.165 -0.553
H 0.566 -0.933 0.080
H 1.165 -1.756 0.859
H -0.339 -1.054 -0.495
H -0.127 -0.179 -0.103
C 0.249 4.507 -0.063
C 2.149 -1.007 2.748
C -1.063 1.479 -1.790
O 0.114 0.454 -0.465
H 0.474 0.172 0.622

- Calculated total energy: -1299.60201 Ha
- Charge: +1
- 2S+1: 1
- SMILES string: C[NH2+][C@H](/N=C/C=S)[Si](OC)(OC)OC
- E_LUMO: -4.34 eV
- Energy relative to the best compared isomer or geometry (same formula, charge and spin): 9.69 kcal per mole

What did the second record say?
C19H13IrN4O4S | the ωB97M-V functional and the def2-TZVPD basis

CARTESIAN COORDINATES (ANGSTROEM)
O1 0.3989 -2.6111 0.5806
H1 -0.5750 2.3962 -5.1398
C1 -3.7275 1.2596 -4.4912
H2 2.7242 2.2129 -2.4683
N1 1.8197 0.3512 0.1919
C2 1.7383 0.9875 -1.0055
C3 -0.0982 -2.6391 2.9162
C4 -3.5341 0.6714 -3.2644
H3 -4.3555 0.1964 -2.7420
C5 4.0654 1.0905 0.4141
O2 0.3380 -4.5771 1.6491
O3 -0.2547 1.1963 1.9487
S1 -2.0451 -0.0655 -1.1787
H4 2.9650 -0.1092 1.8395
C6 -1.3898 1.9128 -4.6148
C7 0.2429 -3.2930 1.6112
C8 2.9541 0.4041 0.8874
C9 -2.2525 0.6973 -2.6962
C10 -0.7070 -2.3140 5.1891
C11 -0.7536 -0.9355 4.9990
H5 0.8122 1.8236 -3.3138
C12 2.8002 1.6932 -1.5223
O4 -0.6393 1.9138 4.0393
N2 0.0812 1.3592 -2.7877
H6 -4.7101 1.2506 -4.9436
H7 -0.3567 -4.2660 4.2854
N3 -0.1429 -1.3031 2.7666
H8 4.9665 1.1074 1.0117
H9 4.8379 2.2990 -1.1817
H10 0.5595 -4.9668 0.7811
C13 0.4005 0.8560 -1.5949
H11 -2.8290 2.3332 -6.1312
H12 -0.9333 -2.7274 6.1641
H13 -1.0073 -0.2472 5.7957
Ir1 0.1857 -0.4871 1.0092
C14 -0.4538 1.0211 3.2842
C15 -0.4610 -0.4432 3.7389
C16 -2.6566 1.8764 -5.1654
C17 -0.3803 -3.1945 4.1377
N4 -0.4373 0.1975 -0.8248
C18 3.9906 1.7458 -0.7987
C19 -1.1802 1.3268 -3.3757

Force components x, y, z for each atom (eV/Å):
O 0.146 0.105 0.158
H 0.003 -0.001 -0.002
C -0.012 -0.006 0.017
H 0.017 0.003 -0.003
N 0.041 -0.087 0.195
C -0.121 -0.015 0.045
C 0.020 -0.069 -0.084
C 0.010 0.011 -0.017
H -0.001 -0.005 -0.002
C 0.007 -0.013 0.024
O 0.019 0.010 -0.066
O 0.148 -0.392 0.414
S 0.062 0.041 -0.022
H 0.009 0.010 -0.001
C -0.025 -0.003 0.008
C -0.034 -0.127 0.084
C 0.023 -0.025 -0.005
C -0.077 -0.034 0.018
C 0.004 0.014 -0.055
C -0.031 0.010 0.073
H -0.019 0.016 -0.011
C -0.003 -0.051 0.008
O -0.009 -0.061 0.152
N 0.037 0.056 -0.012
H -0.001 -0.003 0.000
H -0.005 0.003 0.012
N 0.349 0.381 0.209
H 0.002 0.005 -0.003
H -0.001 -0.003 -0.006
H -0.010 -0.018 0.030
C 0.042 -0.068 0.110
H 0.000 0.001 0.000
H 0.006 0.014 0.007
H -0.006 -0.030 0.014
Ir -0.617 0.090 -0.710
C -0.096 0.164 -0.390
C 0.063 -0.021 -0.066
C 0.024 0.007 -0.003
C -0.018 0.015 0.009
N 0.009 0.072 -0.129
C -0.005 0.003 -0.015
C 0.049 -0.001 0.015

- Calculated total energy: -1753.36400 Ha
- Charge: +3
- 2S+1: 2
- E_LUMO (spin up / spin down): -11.18 / -12.15 eV
- Energy relative to the best compared isomer or geometry (same formula, charge and spin): 0.00 kcal per mole

Q: Among the records above, which one has the lowest calculated total energy?
A: C53H61N3O2PSiW